Entry 1:
This record from the Open Molecules 2025 dataset describes C36H53CaP as an isolated structure at a distorted geometry. The level of theory is the ωB97M-V functional and the def2-TZVPD basis.

Geometry as XYZ:
```
91
Properties=species:S:1:pos:R:3:mulliken_charge:R:1
Ca 0.52219 -0.06867 -0.00636 1.100
C -0.51704 -0.15639 3.80308 -1.757
C 0.69837 -0.21400 2.92411 0.536
C 1.41256 0.94714 2.61193 -0.450
C 2.58828 0.89306 1.86893 -0.631
C 3.06980 -0.32938 1.40760 -0.230
C 2.36076 -1.49115 1.69581 -0.280
C 1.18471 -1.43220 2.43847 -0.354
H -0.20821 -0.18856 4.84953 0.408
H -1.17967 -1.00393 3.63266 0.369
H -1.07643 0.76783 3.65994 0.380
H 1.06211 1.90186 2.98725 0.522
H 3.13747 1.80457 1.66844 0.447
H 3.99451 -0.37671 0.84719 0.541
H 2.72198 -2.44955 1.34416 0.098
H 0.65064 -2.34772 2.66620 0.440
C 1.22468 -6.01112 -0.68057 -1.530
C 1.68584 -4.74127 0.05239 0.515
C 3.20103 -4.75227 0.19700 -1.663
C 1.13387 -3.53760 -0.67667 -1.482
C 1.91180 -2.71074 -1.47459 0.410
C 1.36361 -1.67565 -2.23458 0.820
C 2.28488 -0.87306 -3.13140 0.243
C 2.84330 -1.75510 -4.25035 -1.633
C 3.41906 -0.23038 -2.33179 -1.413
C -0.02740 -1.43585 -2.18849 -0.534
C -0.83098 -2.26163 -1.36522 2.145
C -0.22923 -3.26926 -0.61505 0.272
C -2.34196 -2.10242 -1.31523 -0.040
C -2.87265 -2.02201 0.11740 -1.425
C -3.02049 -3.24847 -2.07399 -1.610
C -0.68064 -0.53861 -3.21813 -1.222
C -0.97863 -1.21573 -4.40331 -0.643
C -1.57887 -0.58500 -5.47897 -1.275
C -1.89870 0.75865 -5.39132 -0.874
C -1.61230 1.44727 -4.22665 -0.365
C -1.00944 0.83054 -3.12453 0.643
P -0.62428 1.86069 -1.65984 0.861
C -2.23978 2.42804 -0.89953 2.206
C -1.92438 3.43612 0.21197 -1.870
C -3.29446 2.99781 -1.85284 -1.843
C -2.83377 1.17229 -0.24478 -1.763
C 0.44460 3.31108 -2.22372 1.693
C 1.37245 2.84155 -3.34485 -1.933
C -0.32117 4.53744 -2.72956 -1.602
C 1.31587 3.71541 -1.02698 -1.592
H 1.57038 -6.89651 -0.15021 0.455
H 1.63830 -6.03798 -1.68984 0.366
H 0.13926 -6.06576 -0.75828 0.385
H 1.23253 -4.75090 1.05187 0.283
H 3.69108 -4.88299 -0.76971 0.419
H 3.50098 -5.59118 0.82200 0.409
H 3.60208 -3.84485 0.65692 0.500
H 2.97748 -2.89018 -1.54097 0.519
H 1.69336 -0.08491 -3.59957 0.072
H 3.46614 -2.55599 -3.85049 0.316
H 3.45615 -1.16243 -4.92879 0.476
H 2.03990 -2.21016 -4.82973 0.360
H 4.04762 -0.97935 -1.84841 0.345
H 3.05007 0.44931 -1.54714 0.213
H 4.05955 0.36731 -2.98062 0.551
H -0.85377 -3.90643 -0.00088 0.783
H -2.59359 -1.17136 -1.83274 0.087
H -2.79343 -2.97920 0.63118 0.443
H -3.92507 -1.74044 0.11993 0.462
H -2.33488 -1.27943 0.72502 0.181
H -2.79320 -4.20980 -1.61041 0.335
H -2.69398 -3.28726 -3.11219 0.325
H -4.10229 -3.11954 -2.06440 0.472
H -0.72427 -2.26590 -4.47911 0.773
H -1.79034 -1.14172 -6.38141 0.454
H -2.36222 1.26972 -6.22332 0.507
H -1.85301 2.49945 -4.17691 0.279
H -1.59235 4.40013 -0.16775 0.334
H -1.16142 3.05870 0.90199 0.204
H -2.83158 3.60959 0.79247 0.542
H -2.95006 3.86726 -2.40405 0.284
H -4.15867 3.30755 -1.26257 0.540
H -3.64099 2.24624 -2.56006 0.393
H -2.15899 0.74669 0.51552 -0.141
H -3.07286 0.39881 -0.97823 0.368
H -3.75642 1.43237 0.27612 0.713
H 0.82684 2.53365 -4.23705 0.313
H 2.00940 2.02139 -3.02183 0.267
H 2.02714 3.67022 -3.61958 0.640
H -0.91889 4.31283 -3.61256 0.297
H 0.40575 5.29716 -3.02104 0.514
H -0.96520 4.98298 -1.97471 0.331
H 1.93834 2.87773 -0.68968 0.161
H 0.73757 4.07981 -0.17899 0.310
H 1.99523 4.51318 -1.33125 0.528
```

Computed properties:
Lowest unoccupied orbital energy ... -5.70 eV
Calculated total energy ... -65909.8656 eV
Orbital gap ... 9.00 eV
Net charge ... +2

=====

Entry 2:
This record from the Open Molecules 2025 dataset describes C7H6Br2O in the gas phase at a distorted geometry. The level of theory is the ωB97M-V functional and the def2-TZVPD basis.

Geometry as XYZ:
```
16
Properties=species:S:1:pos:R:3:nbo_charge:R:1
O 0.79860 -3.49989 0.65297 -0.537
C 0.75944 -2.42649 1.23731 0.373
C 0.73666 -1.16792 0.56172 -0.327
C 0.59496 -1.17695 -0.75831 -0.119
C 0.54047 0.07134 -1.55807 -0.191
C 0.23568 1.35825 -1.12735 -0.174
C -0.45465 1.81099 0.08193 -0.307
C -1.74723 1.78032 0.50286 -0.186
Br -2.96420 0.65544 -0.27260 0.158
Br -2.35898 2.87321 2.09382 0.056
H 0.73559 -2.54762 2.39708 0.125
H 0.68613 -0.24726 1.21407 0.225
H 0.63952 -2.11142 -1.37448 0.242
H 0.87782 -0.07260 -2.54590 0.211
H 0.67304 2.11649 -1.64686 0.213
H 0.24713 2.58413 0.54181 0.238
```

Computed properties:
Energy above the lowest of the compared OMol25 structures with the same formula, charge and spin ... 177.1 kJ/mol
Lowest unoccupied orbital energy ... -0.90 eV
Calculated total energy ... -149485.3411 eV
Orbital gap ... 8.01 eV
Net charge ... 0

=====

Entry 3:
This record from the Open Molecules 2025 dataset describes a 10-piece molecular cluster, C32H86N2O26S8 overall at a distorted geometry. The level of theory is the ωB97M-V functional and the def2-TZVPD basis.

Geometry as XYZ:
```
154
Properties=species:S:1:pos:R:3:mulliken_charge:R:1
C -5.70271 -1.20954 -1.88637 -1.564
C -4.80338 -0.56521 -0.87193 0.641
O -5.10048 0.84446 -0.60733 -0.386
S -4.25085 1.86301 -1.50479 1.488
C -2.47483 1.74906 -0.95375 -0.393
O -4.31330 1.51869 -2.89746 -0.647
O -4.81892 3.10301 -1.10326 -0.746
H -5.55175 -2.29316 -1.89866 0.343
H -5.54875 -0.75126 -2.89591 0.304
H -6.81255 -1.00071 -1.72703 0.362
H -4.96347 -1.01051 0.07318 0.509
H -3.72114 -0.65662 -1.12529 -0.402
H -1.92932 1.02997 -1.52657 -0.066
H -2.55672 1.38420 0.03303 0.006
H -2.14626 2.77267 -0.99727 0.623
C 0.24554 -2.53038 4.70758 -0.893
C 0.35814 -3.86714 4.03398 0.646
O 1.72942 -3.83575 3.49509 -0.334
S 2.19471 -5.00845 2.49448 1.034
C 3.44199 -4.20426 1.56691 -0.549
O 2.73464 -6.06991 3.34506 -0.728
O 1.15964 -5.42188 1.55784 -0.468
H -0.16229 -1.71412 4.08148 -0.068
H 1.25445 -2.26505 5.10226 0.238
H -0.42923 -2.67250 5.56435 0.474
H 0.23503 -4.60040 4.81623 0.473
H -0.22989 -4.09722 3.14035 -0.383
H 3.99728 -5.09913 1.19567 0.442
H 3.96151 -3.46577 2.16184 0.264
H 2.97663 -3.63005 0.74518 -0.149
C -0.15925 2.29223 -4.72643 -1.173
C 1.25094 2.41903 -4.22866 0.151
O 1.94600 1.06766 -4.23726 -0.036
S 2.53309 0.41561 -5.52300 1.341
C 3.83859 1.48186 -5.91982 -0.879
O 2.97636 -0.83835 -5.05787 -0.725
O 1.56493 0.45461 -6.57443 -0.740
H -0.74181 3.16772 -4.42593 0.429
H -0.68862 1.50171 -4.14624 -0.047
H -0.30549 2.06009 -5.75034 0.449
H 1.85076 3.19033 -4.74045 0.477
H 1.17192 2.67760 -3.08417 -0.227
H 4.68852 1.34835 -5.23889 0.263
H 3.38983 2.50473 -5.91864 0.187
H 4.22012 1.12526 -6.89374 0.510
C 1.82766 -3.57662 -2.02775 -1.353
C 1.07146 -2.43841 -2.69652 0.722
O -0.27193 -2.96938 -2.79192 -0.192
S -1.45369 -1.94278 -3.25448 0.878
C -1.57355 -2.14903 -4.99188 -1.301
O -2.65265 -2.46236 -2.59683 -0.654
O -0.99796 -0.60381 -3.03725 -0.433
H 2.74225 -3.25055 -1.56863 0.379
H 2.10639 -4.38426 -2.71969 0.529
H 1.23763 -3.90633 -1.15111 0.052
H 1.07206 -1.50490 -2.08185 -0.490
H 1.43090 -2.13989 -3.67071 0.511
H -0.58364 -2.03487 -5.46183 0.289
H -2.29829 -1.43500 -5.44508 0.358
H -1.92294 -3.12699 -4.92680 0.556
C -0.16421 2.58937 3.91707 -1.235
C 1.26160 2.80155 3.40823 -0.310
O 2.01779 1.49122 3.60054 -0.125
S 3.54724 1.57005 3.16735 1.005
C 4.32672 0.74317 4.50056 -1.106
O 3.74853 0.82520 1.93616 -0.436
O 4.07440 2.93536 3.14840 -0.688
H -0.05046 2.39134 4.95128 0.398
H -0.61763 1.69387 3.53206 0.108
H -0.77849 3.46569 3.76438 0.421
H 1.23658 3.08073 2.36377 0.281
H 1.77112 3.50430 3.96460 0.658
H 4.16067 1.35412 5.42230 0.359
H 5.37640 0.77886 4.34900 0.431
H 3.93376 -0.28741 4.72146 0.208
C 2.10356 7.50893 1.26074 -1.491
C 2.05908 7.05815 -0.14259 0.264
O 1.06893 6.04101 -0.41654 -0.293
S 0.28338 6.06380 -1.79174 0.968
C 1.66342 5.97731 -2.91869 -0.436
O -0.57317 4.91124 -1.79164 -0.337
O -0.28765 7.36946 -1.92298 -0.653
H 3.08661 7.95757 1.39851 0.389
H 2.03590 6.67163 1.92311 0.274
H 1.26945 8.17229 1.48469 0.352
H 1.84263 7.87168 -0.84056 0.498
H 3.08989 6.73774 -0.38171 -0.052
H 1.27553 5.78837 -3.93456 0.446
H 2.41755 5.24693 -2.69491 -0.319
H 2.15331 7.00115 -3.03688 0.428
C 4.73369 1.02583 -0.92165 -1.259
C 3.72568 2.02848 -1.50609 0.841
O 4.21782 3.45694 -1.49060 -0.179
S 5.06353 3.97721 -2.76783 1.052
C 5.37034 5.68667 -2.30523 -0.659
O 6.34943 3.32617 -2.81445 -0.671
O 4.18545 3.89321 -3.91948 -0.516
H 5.00311 1.36770 0.03027 0.425
H 5.53839 0.85315 -1.62400 0.357
H 4.14651 0.10567 -0.85239 0.083
H 3.39843 1.87582 -2.53135 -0.378
H 2.83441 2.21983 -0.90893 0.164
H 5.79334 6.18071 -3.14501 0.418
H 6.06216 5.76316 -1.46468 0.357
H 4.36060 5.99788 -2.03967 -0.127
C -2.25126 -5.85237 -1.96324 -1.238
C -1.77151 -5.56827 -0.51443 0.966
O -2.86873 -6.23088 0.35210 -0.378
S -2.80747 -6.29684 1.94515 0.959
C -1.51615 -7.54142 2.29782 -0.918
O -2.34965 -5.00969 2.40283 -0.470
O -4.00304 -6.84421 2.47986 -0.619
H -1.49431 -5.35265 -2.63080 0.163
H -3.18283 -5.37347 -2.20858 0.300
H -2.28149 -6.93405 -2.10839 0.472
H -0.82086 -5.95977 -0.31301 0.351
H -1.80627 -4.54684 -0.30566 -0.425
H -1.52804 -7.74655 3.37871 0.355
H -0.55594 -7.24291 1.93809 0.182
H -1.88403 -8.40432 1.80925 0.409
C -3.59134 -1.13079 4.92506 -0.143
O -4.30012 0.01837 5.35019 -0.416
C -5.57863 0.13752 4.64406 -0.951
C -5.32833 0.44381 3.13331 1.050
C -4.36250 1.62221 2.96298 -0.776
N -6.57461 0.69982 2.45269 -0.738
H -4.28182 -1.98836 5.09179 0.311
H -2.65159 -1.29237 5.47040 0.124
H -3.33426 -1.10678 3.87393 -0.089
H -6.05757 -0.80551 4.89672 0.394
H -6.13361 0.95559 5.07574 0.389
H -4.86733 -0.46230 2.67498 -0.141
H -3.39810 1.24569 3.21172 -0.047
H -4.71558 2.47671 3.52479 0.412
H -4.28866 1.97079 1.91066 0.163
H -7.21247 -0.07583 2.58228 0.320
H -6.45644 0.80729 1.41672 0.239
C -2.43581 -1.99298 1.05556 0.589
O -1.11061 -1.78039 1.56919 -0.043
C 0.00442 -2.15999 0.79166 1.794
C 1.02638 -1.07302 1.00242 0.421
C 0.58287 0.30196 0.40616 0.489
N 2.31243 -1.43992 0.51189 0.488
H -2.99628 -1.04156 1.01867 -0.501
H -2.88808 -2.82572 1.59972 0.368
H -2.35919 -2.32775 0.00449 -0.315
H 0.44270 -3.02496 1.29311 -1.672
H -0.28479 -2.31205 -0.23701 -0.585
H 1.12012 -1.04626 2.14475 -0.006
H 0.31302 0.14587 -0.65486 -0.396
H 1.36513 1.07961 0.56021 -0.496
H -0.34588 0.69516 0.82826 -0.135
H 3.01481 -0.85257 0.93158 0.367
H 2.33531 -1.26951 -0.49447 -0.394
```

Computed properties:
Energy above the lowest of the compared OMol25 structures with the same formula, charge and spin ... 0.0 kJ/mol
Lowest unoccupied orbital energy ... -0.02 eV
Calculated total energy ... -177469.2972 eV
Orbital gap ... 8.80 eV
Net charge ... 0

=====

- Which value of calculated total energy does entry 3 give?
  -177469.2972 eV